ORCA calculation (the ωB97M-V functional and the def2-TZVPD basis) on C46H132AsF6N11O16 as an isolated structure at a distorted geometry.

```
212
Properties=species:S:1:pos:R:3
H 14.73938 22.32812 10.63108
C 17.65324 20.59548 18.75037
O 14.09666 22.16008 17.83578
H 11.51568 17.46672 17.51818
H 19.35300 11.27802 17.97946
H 18.25090 13.53424 19.60488
N 16.33804 14.91348 15.05756
C 10.84070 17.78987 20.76524
H 19.40144 15.71540 13.94560
C 10.17764 9.93950 21.09088
H 16.46194 14.36150 14.22088
C 9.92970 13.88010 19.14974
C 18.67630 14.12646 18.79469
H 20.74458 12.40174 18.16771
O 11.36474 18.69376 10.78944
C 19.89560 12.11798 17.54574
H 17.54030 12.00420 17.58930
H 12.90576 21.93178 13.55916
H 19.35246 14.12708 16.80722
H 15.12218 23.05372 14.81342
H 17.09644 8.62158 18.69840
H 15.93922 18.14598 18.01238
H 9.34212 11.72838 13.86156
H 17.75271 16.12855 15.92566
H 13.76782 17.55888 20.98880
H 16.56020 23.30694 18.85594
H 18.40955 20.71186 8.84924
H 13.32504 21.03098 16.24414
C 12.05842 17.42724 10.59624
H 15.90772 22.13970 17.13696
C 18.52246 15.08754 14.09150
H 12.17424 13.33562 12.85098
C 11.09424 13.42078 12.97112
H 16.57964 19.58904 13.41526
C 17.45982 15.83632 14.91724
H 12.93074 23.32430 15.59446
H 11.35656 19.60934 22.65488
H 16.79700 8.59444 16.91278
H 8.02010 13.25640 18.63074
H 13.47130 15.11190 11.68586
H 16.31312 20.62214 16.92678
H 9.90145 18.17452 20.36785
O 20.32638 12.05436 16.19812
H 9.00502 13.27606 21.31886
H 9.03996 21.90856 13.13592
C 14.02758 16.02000 11.45346
N 8.25278 13.63608 20.74908
C 13.73164 23.51532 17.57876
C 10.87848 17.93794 16.76984
H 14.74942 12.22722 16.53486
N 14.03630 16.54280 15.28962
C 10.12266 21.87306 13.01512
H 9.09782 23.78314 14.63466
H 15.98830 23.07978 11.58448
H 15.20924 20.01746 9.41801
H 19.67932 18.51570 18.11406
N 12.95762 25.33222 16.09967
C 21.51726 11.16122 16.04094
H 17.29177 17.13388 9.11890
H 13.61470 16.81152 14.41204
H 14.13440 14.73422 19.29818
C 12.47362 20.93111 13.55240
H 12.23504 19.31815 19.94944
H 10.47138 24.81316 14.71466
H 9.19757 16.58256 16.95866
O 9.35284 12.53934 14.37522
C 13.22934 18.34024 21.52510
H 19.07612 19.58406 16.80474
C 15.52758 22.11910 11.35438
C 10.40708 19.05034 9.83096
H 10.78226 19.37361 12.57098
C 17.12264 17.13525 14.22940
H 15.40092 19.94547 14.64760
H 12.43970 12.24670 18.74978
H 9.19354 11.05526 18.68144
H 9.93085 14.89302 12.92114
O 11.80590 18.42608 15.75738
H 18.22878 23.26614 19.29950
O 16.31864 18.06002 14.90466
H 12.12238 25.19396 16.65045
H 18.86386 14.20734 14.63630
H 13.12994 18.07632 22.57798
C 17.71273 21.70670 17.77564
C 13.58118 24.03446 16.10506
C 15.85976 19.12796 14.09150
C 15.91252 20.02276 10.25076
H 10.80542 19.34092 8.85886
H 9.75163 19.89573 10.04023
H 13.96006 19.14817 21.56236
H 13.63592 20.16840 17.78827
N 12.38084 17.06506 12.97886
H 16.00598 15.65530 17.79978
H 10.72330 20.85434 14.89114
F 15.30704 9.81488 13.35486
N 16.66424 17.88365 9.37224
H 13.63160 25.78334 16.70160
O 13.40118 15.01150 17.42094
O 8.86094 17.48206 15.26830
As 15.59016 11.58462 13.04940
C 15.16924 10.21942 17.91596
H 15.07534 18.72464 13.45108
C 18.80540 18.82931 17.54309
C 17.93718 19.75733 8.61718
H 9.08700 15.88180 21.45272
H 15.71334 12.82338 17.57140
H 18.01472 14.97684 18.62961
C 8.67081 13.02606 19.47430
H 11.40092 16.56390 10.49410
C 10.18080 23.78254 14.51106
C 9.80787 16.96336 16.13974
H 12.69208 20.54132 12.55818
H 9.61061 19.21954 13.55896
H 10.42338 16.16580 15.72364
H 18.09881 17.59731 14.08218
H 14.78128 15.91108 15.03262
H 11.08006 16.95566 20.10577
H 15.14290 21.70162 12.28488
H 12.65162 10.53350 19.17369
H 12.64316 17.55960 9.68594
H 17.33562 19.84246 7.71220
H 7.46352 13.10842 21.09366
C 13.98444 15.56816 18.61250
H 17.74841 19.09085 10.70388
H 11.21812 18.51465 15.00354
H 10.30884 21.61242 11.97324
C 10.95660 20.81994 13.82696
C 9.92893 15.97702 22.13842
H 17.72442 23.90146 17.80507
F 17.28376 11.29938 13.64604
N 16.67758 21.55964 16.83536
C 12.89940 11.30624 18.44596
H 10.61582 23.20330 15.32554
H 17.77282 12.47394 16.05660
C 17.54972 23.05776 18.47272
C 14.89178 23.99884 15.30508
H 14.87064 16.00384 12.14418
C 8.93062 11.46090 19.65839
H 14.71872 24.65312 14.45064
H 14.62998 11.74524 19.38566
H 14.95142 9.81184 16.92878
H 12.25950 21.14314 17.64266
F 14.99128 11.99538 14.67698
H 11.25212 12.05528 14.63116
H 18.44644 20.68828 19.49222
H 15.74300 24.44018 15.82348
H 13.11654 20.30536 14.17142
H 14.84492 9.39702 18.55360
H 10.62178 12.88716 12.14644
H 12.44676 11.02492 17.49511
O 16.59580 10.39455 17.98369
H 16.61553 14.26312 15.77876
N 10.59368 19.45119 13.56018
H 9.51561 15.83256 23.13662
C 13.09112 17.21048 11.70906
H 14.42876 15.97992 10.44077
H 18.06806 14.79472 13.14500
H 10.80150 20.49866 21.39890
F 16.24716 11.11380 11.38868
C 15.40880 16.32062 18.42332
N 14.73290 12.60176 17.47271
C 11.97544 18.81836 20.88268
O 9.95962 11.27528 20.58645
H 10.81354 13.71352 15.17686
H 18.67490 21.72720 17.26386
H 11.84200 16.21944 12.85780
C 13.30334 21.10062 17.33170
H 8.53117 16.75142 14.74010
H 10.27660 13.60230 18.15445
H 18.25296 9.35897 17.51498
H 16.21738 18.03624 8.47943
H 9.80446 18.14308 9.78807
H 7.99466 10.99320 19.96388
H 12.78218 23.63204 18.10125
O 10.87010 14.78310 12.75574
N 17.64310 12.81644 16.99786
C 18.93500 13.33994 17.43508
H 9.17270 9.66856 21.41458
C 17.12266 19.18804 9.81669
H 10.76666 13.64874 19.80858
H 14.48502 24.13030 18.07102
O 15.17558 17.59759 17.81818
H 19.57931 14.64832 19.11148
H 10.57350 15.09946 22.08842
C 14.38122 11.46896 18.36101
H 14.33252 17.20619 15.99124
H 10.20664 18.69280 17.17838
F 15.88110 13.26238 12.63680
H 13.29564 16.29670 19.04018
N 11.58624 19.95938 21.73574
O 10.59768 23.23430 13.22352
H 18.70826 19.01493 8.41136
H 13.44452 15.88966 15.78290
H 9.77642 14.95054 19.01277
O 16.41400 21.28830 10.66458
H 15.41450 19.39656 10.99098
H 22.39054 11.53752 16.57374
H 13.62354 18.15320 11.83516
H 10.51184 9.23634 20.32800
H 16.69330 20.68317 19.25921
O 10.45090 17.30110 22.08624
H 21.73332 10.90686 15.00330
H 21.36352 10.19594 16.52334
H 16.81261 16.94000 13.20284
H 15.85408 16.39964 19.41506
C 17.20954 9.15260 17.75324
H 11.70582 17.81496 13.02462
F 13.93500 11.73426 12.39044
H 10.78520 9.88318 21.99410
H 18.52517 17.96692 16.93822
C 10.68308 12.95662 14.40342
H 13.71324 14.10434 17.38516
O 17.62664 19.26768 18.25740
```

Properties
Charge ... 0
HOMO ... -9.0 eV
Orbital gap ... 9.1256 eV
LUMO energy ... 0.145 eV

Atom charges from the Löwdin analysis, given in e for atoms 1 to 6:
1 H 0.092
2 C -0.206
3 O -0.228
4 H 0.104
5 H 0.110
6 H 0.074